Here is C5H7NO as an isolated structure from OMol25. Energies are from ωB97M-V with the def2-TZVPD basis set.

## Properties
Frontier orbital gap in eV: 10.52
HOMO energy in Eh: -0.35531
Relative energy (zero: lowest compared OMol25 entry of this formula, charge and spin) in kJ/mol: 283.2
Charge: 0
E_tot in hartree: -324.6166

Element x y z (Å)
O: 1.5953 -0.8262 -0.9832
C: 1.1041 -0.3201 0.2314
C: 0.4733 1.0513 0.3164
C: -0.9402 0.9387 -0.1265
C: -1.2104 -0.4943 -0.5365
C: -0.2852 -0.8126 0.6411
N: -0.5711 0.5668 1.2647
H: 2.1469 -0.1512 -1.3942
H: 1.8205 -0.4596 1.0529
H: 0.9637 2.0097 0.4651
H: -1.5398 1.8219 -0.3268
H: -0.9043 -0.8399 -1.5274
H: -2.2451 -0.7736 -0.3215
H: -0.4076 -1.7109 1.2444

Here is a 2-piece molecular cluster, C3H6ClN2 overall at a distorted geometry from OMol25. Energies are from ωB97M-V with the def2-TZVPD basis set.

## Properties
Frontier orbital gap (spin up / spin down) in eV: 9.71 / 7.74
HOMO energy (spin up / spin down) in Eh: -0.54191 / -0.44991
Relative energy (zero: lowest compared OMol25 entry of this formula, charge and spin) in kJ/mol: 439.3
Charge: +1
E_tot in hartree: -687.1930

Element x y z (Å)
C: 0.5875 -0.9768 -0.5500
C: -0.3154 1.0931 -0.3509
C: -1.3446 -0.0381 -0.0301
N: 0.8010 0.3416 -0.6313
N: -0.6331 -1.2100 -0.1722
Cl: -2.9659 0.0147 -0.0778
H: 1.4118 -1.6762 -0.6552
H: -0.6979 1.7844 -1.2253
H: -0.2261 1.6477 0.4945
H: -1.2841 -0.7693 2.3868
H: 1.7189 0.5814 -0.6511
H: -0.9993 -2.0560 0.1913

Here is one molecule with the formula C2H4NP at a distorted geometry from OMol25. Energies are from ωB97M-V with the def2-TZVPD basis set.

## Properties
Frontier orbital gap in eV: 10.00
HOMO energy in Eh: -0.33131
Relative energy (zero: lowest compared OMol25 entry of this formula, charge and spin) in kJ/mol: 131.3
Charge: 0
E_tot in hartree: -474.6237
SMILES string: CP1=CN=1

Element x y z (Å)
C: 1.3213 0.2744 0.3146
P: -0.5756 0.3424 0.7296
C: -1.7828 -0.1531 -0.5473
N: -1.5665 -1.1263 0.2208
H: 1.4844 1.0683 -0.4850
H: 1.7563 -0.7456 -0.0329
H: 1.6128 0.3577 1.3556
H: -2.2500 -0.0177 -1.5555

Here is C52H50N8O2P2PbSe2 as an isolated structure from OMol25. Energies are from ωB97M-V with the def2-TZVPD basis set.

## Properties
Frontier orbital gap in eV: 7.35
HOMO energy in Eh: -0.28576
Relative energy (zero: lowest compared OMol25 entry of this formula, charge and spin) in kJ/mol: 44.1
Charge: 0
E_tot in hartree: -8278.5682

Element x y z (Å)
Pb: 0.0205 -0.2215 0.2387
O: -4.2173 -3.5302 -1.5539
C: -4.8834 -2.7450 -0.6879
C: -6.2765 -2.7225 -0.7851
C: -7.0255 -1.9495 0.0780
C: -6.4090 -1.1836 1.0666
C: -5.0314 -1.1910 1.1508
C: -4.2479 -1.9464 0.2776
C: -2.7697 -1.8487 0.4055
O: -2.2609 -0.9254 1.0853
N: -2.0784 -2.8249 -0.2293
N: -0.7644 -2.6607 -0.0117
C: 0.0902 -3.5446 -0.3417
C: 1.4848 -3.3001 0.0735
C: 2.4629 -4.2687 -0.1125
C: 3.7295 -4.0504 0.3997
C: 3.9872 -2.8752 1.0861
C: 2.9683 -1.9435 1.1930
N: 1.7509 -2.1392 0.6935
H: -3.2607 -3.4923 -1.2992
H: -6.7429 -3.3325 -1.5467
H: -8.1050 -1.9516 -0.0096
H: -6.9987 -0.5959 1.7568
H: -4.5172 -0.6075 1.8999
H: -0.1864 -4.4870 -0.8119
H: 2.2160 -5.1841 -0.6331
H: 4.5034 -4.7966 0.2757
H: 4.9534 -2.6746 1.5258
H: 3.1241 -0.9960 1.6947
C: -3.4554 2.2391 1.4628
C: -2.8487 2.1559 0.0897
C: -3.4924 1.5193 -0.9682
C: -2.8960 1.4496 -2.2209
C: -1.6538 2.0331 -2.4448
C: -1.0006 2.6698 -1.3992
C: -1.5956 2.7122 -0.1446
H: -2.9947 1.5075 2.1300
H: -4.5248 2.0375 1.4313
H: -3.3065 3.2317 1.8903
H: -4.4621 1.0649 -0.8065
H: -3.4098 0.9433 -3.0287
H: -1.2020 1.9982 -3.4276
H: -0.0232 3.1130 -1.5464
H: -1.0778 3.1936 0.6749
Se: 4.7840 2.5186 5.2003
P: 2.6983 2.7333 5.2649
C: 2.0935 4.4339 5.0697
C: 0.7231 4.6914 5.1454
C: 0.2532 5.9870 5.0178
C: 1.1475 7.0286 4.7907
C: 2.5054 6.7728 4.6941
C: 2.9818 5.4738 4.8377
C: 2.0362 2.1693 6.8558
C: 1.5971 3.0656 7.8227
C: 1.2151 2.6082 9.0789
C: 1.2699 1.2565 9.3695
C: 1.7215 0.3579 8.4092
C: 2.1094 0.8104 7.1628
C: 1.7524 1.7995 4.0188
C: 1.7967 1.6504 2.6328
N: 0.8336 0.7319 2.3436
N: 0.2404 0.3664 3.4627
N: 0.7736 0.9897 4.4829
P: 2.6819 2.4236 1.2716
Se: 2.7184 1.1222 -0.4215
C: 4.3543 2.8788 1.7580
C: 5.3236 1.8796 1.8094
C: 6.6310 2.1995 2.1184
C: 6.9804 3.5212 2.3715
C: 6.0204 4.5183 2.3154
C: 4.7052 4.2000 2.0068
C: 1.8350 3.9762 0.8999
C: 0.8858 4.5090 1.7598
C: 0.2451 5.7002 1.4377
C: 0.5654 6.3643 0.2669
C: 1.5317 5.8420 -0.5883
C: 2.1596 4.6491 -0.2805
H: 0.0284 3.8758 5.3150
H: -0.8078 6.1861 5.0958
H: 0.7793 8.0413 4.6868
H: 3.1987 7.5842 4.5159
H: 4.0420 5.2539 4.7879
H: 1.5693 4.1254 7.6164
H: 0.8804 3.3141 9.8273
H: 0.9671 0.8994 10.3453
H: 1.7709 -0.6990 8.6352
H: 2.4704 0.1096 6.4220
H: 5.0527 0.8532 1.5942
H: 7.3802 1.4209 2.1667
H: 8.0049 3.7717 2.6131
H: 6.2917 5.5461 2.5161
H: 3.9562 4.9814 1.9742
H: 0.6297 3.9897 2.6731
H: -0.5091 6.0975 2.1032
H: 0.0594 7.2861 0.0126
H: 1.7834 6.3608 -1.5039
H: 2.8899 4.2247 -0.9598
C: 1.5882 0.6153 -3.7792
C: 1.8361 0.1293 -5.2339
N: 1.6917 -1.3255 -5.3156
C: 0.3427 -1.6907 -4.8791
C: 0.1104 -1.2245 -3.4160
N: 1.3017 -0.5308 -2.9134
C: 2.4369 -1.4579 -2.9591
C: 2.6649 -1.9465 -4.4164
H: 0.7383 1.2991 -3.7227
H: 2.4553 1.1433 -3.3789
H: 2.8412 0.3895 -5.5713
H: 1.1285 0.5819 -5.9311
H: 0.2297 -2.7720 -4.9749
H: -0.3714 -1.2247 -5.5607
H: -0.0901 -2.0723 -2.7546
H: -0.7405 -0.5468 -3.3393
H: 2.2199 -2.2950 -2.2923
H: 3.3179 -0.9453 -2.5656
H: 2.5543 -3.0301 -4.4931
H: 3.6668 -1.6928 -4.7678

Here is C7H12B11Br6ClO4Ti as an isolated structure at a distorted geometry from OMol25. Energies are from ωB97M-V with the def2-TZVPD basis set.

## Properties
Frontier orbital gap (spin up / spin down) in eV: 4.79 / 4.79
HOMO energy (spin up / spin down) in Eh: -0.53010 / -0.53009
Relative energy (zero: lowest compared OMol25 entry of this formula, charge and spin) in kJ/mol: 309.3
Charge: +2
E_tot in hartree: -17601.1611

Element x y z (Å)
Ti: -0.4686 0.2103 0.1730
C: 0.5573 2.0426 -1.0227
C: -0.3626 1.3686 -1.8453
C: -1.7297 1.3910 -1.5367
C: -2.1810 2.0929 -0.4040
C: -1.2670 2.7678 0.4062
C: 0.1001 2.7415 0.1029
H: 1.6030 2.0651 -1.2991
H: -0.0237 0.8890 -2.7527
H: -2.4282 0.9042 -2.2024
H: -3.2403 2.1363 -0.1873
H: -1.6122 3.3365 1.2608
H: 0.8059 3.2869 0.7166
Br: -0.9897 -1.7721 -0.9516
B: 2.2910 -3.4675 -1.4757
B: 3.2672 -4.1880 -2.9786
C: 3.7467 -4.5450 -1.5359
B: 2.3122 -5.2366 -0.9353
B: 3.8880 -5.2529 -0.0993
B: 4.9936 -3.9064 -0.3628
B: 4.6158 -3.0856 -2.6072
B: 2.9406 -2.4897 -2.6954
Br: 2.3957 -0.8559 -3.5085
B: 5.2329 -2.4002 -1.1865
Br: 6.1890 -0.8790 -0.7192
B: 3.9196 -3.2166 0.8050
Br: 4.5185 -2.8314 2.5619
B: 1.7021 -4.0914 0.0891
Br: 0.1460 -4.4271 1.1505
B: 2.5503 -2.6167 0.0930
Br: 1.9893 -0.7343 0.4388
H: 2.9756 -4.8973 -3.8774
H: 3.5138 -3.4425 -1.0075
H: 1.8135 -6.1816 -1.4467
H: 4.3460 -6.2713 0.2882
H: 6.0625 -4.4462 -0.3082
H: 5.4599 -3.4939 -3.3490
O: -0.4553 -1.5559 2.7084
Cl: -1.0242 -0.2729 2.6733
O: -1.9820 -0.1741 1.4427
O: -1.6384 0.1914 3.8438
O: 0.0041 0.7386 2.1070

Here is C28H26EuN8O3SSe2 as an isolated structure at a distorted geometry from OMol25. Energies are from ωB97M-V with the def2-TZVPD basis set.

## Properties
Expectation value of S²: 12.04
Frontier orbital gap (spin up / spin down) in eV: 4.06 / 5.60
HOMO energy (spin up / spin down) in Eh: -0.06017 / -0.15507
Relative energy (zero: lowest compared OMol25 entry of this formula, charge and spin) in kJ/mol: 226.8
Charge: -1
Spin multiplicity: 7
E_tot in hartree: -7657.7637

Element x y z (Å)
Eu: -0.9210 0.4958 0.2334
O: 3.2419 -1.0559 2.1096
C: 3.6971 -1.8306 1.1124
C: 4.8916 -2.5236 1.3169
C: 5.4021 -3.3459 0.3358
C: 4.7238 -3.5111 -0.8666
C: 3.5481 -2.8266 -1.0854
C: 3.0188 -1.9751 -0.1134
C: 1.7839 -1.2230 -0.3846
O: 1.3585 -0.3554 0.4533
N: 1.2075 -1.4271 -1.5612
N: 0.0721 -0.7189 -1.7432
C: -0.3064 -0.5290 -2.9620
C: -1.4653 0.2780 -3.2445
C: -1.9197 0.4146 -4.5640
C: -3.0041 1.2238 -4.8279
C: -3.5876 1.9162 -3.7733
C: -3.0736 1.7306 -2.4995
N: -2.0611 0.9201 -2.2194
H: 2.4341 -0.6017 1.7759
H: 5.3967 -2.3916 2.2620
H: 6.3295 -3.8706 0.5109
H: 5.1189 -4.1714 -1.6244
H: 3.0086 -2.9234 -2.0147
H: 0.2764 -0.9181 -3.7946
H: -1.4197 -0.1149 -5.3605
H: -3.3894 1.3203 -5.8322
H: -4.4220 2.5816 -3.9330
H: -3.4987 2.2664 -1.6575
Se: -0.1301 -0.3438 3.0969
Se: -3.0130 0.0784 2.5066
C: -3.0041 1.9262 2.1656
C: -3.4960 2.8368 3.1015
C: -3.4617 4.1799 2.7977
C: -2.9457 4.5770 1.5687
C: -2.4946 3.6025 0.6970
N: -2.5277 2.2993 0.9701
C: -0.1680 -1.9926 2.1973
C: 0.5119 -3.0942 2.7261
C: 0.5449 -4.2667 2.0067
C: -0.1162 -4.3202 0.7807
C: -0.7797 -3.1914 0.3432
N: -0.8113 -2.0416 1.0193
H: -3.8690 2.4762 4.0485
H: -3.8158 4.9137 3.5055
H: -2.8847 5.6199 1.2993
H: -2.0768 3.8794 -0.2649
H: 1.0036 -2.9902 3.6826
H: 1.0752 -5.1289 2.3885
H: -0.1170 -5.2212 0.1884
H: -1.3083 -3.1944 -0.6038
O: 0.1883 2.1093 1.4146
N: 1.4288 2.2131 1.0041
C: 2.4286 2.0174 1.8729
C: 3.7427 2.0695 1.4782
C: 4.0407 2.3659 0.1474
C: 3.0095 2.5700 -0.7373
C: 1.6772 2.4609 -0.3181
S: 0.3475 2.6084 -1.3688
H: 2.1138 1.7853 2.8808
H: 4.5210 1.8628 2.1914
H: 5.0669 2.4185 -0.1848
H: 3.1814 2.7847 -1.7819
N: -3.3404 -1.0699 -0.6170
N: -4.3537 -0.1449 -0.1950
H: -3.6672 -1.6709 -1.3813
H: -3.1505 -1.6743 0.1836
H: -5.2102 -0.6110 0.1137
H: -4.5811 0.4652 -0.9745